(1)
Formula: C14H48O12
Source: the Open Molecules 2025 dataset
Level of theory: the ωB97M-V functional and the def2-TZVPD basis

Summary:
SMILES: C1CCOC1.C1CCOC1.CC(C)O.CC(C)O.O.O.O.O.O.O.O.O
Kohn-Sham gap, eV: 9.7
Charge: 0
Multiplicity: 1

Geometry (Å):
C: 6.09550 -5.66934 -1.52902
H: -0.38839 -2.09815 7.99367
O: 0.90845 1.38427 1.55095
H: -7.68145 3.16259 0.76802
H: 4.97154 -3.82121 -0.94607
H: -5.80277 2.39388 -0.11330
H: 5.37665 2.29215 5.68552
C: 5.37232 -4.33435 -1.82023
H: 0.01882 1.95218 8.74053
H: 2.00090 2.48460 -6.53646
O: 4.36802 -4.78725 -2.74402
C: -7.95963 2.11250 0.85768
O: -3.66967 6.31915 0.67874
O: 3.69114 -5.77896 5.22090
H: -8.14015 -0.49847 0.80984
H: -1.34712 3.59162 -5.19466
O: -0.30839 2.79224 8.41889
C: 0.96548 0.12410 0.87868
H: -1.89130 -2.81868 -3.10470
H: 1.98253 -1.26808 2.18662
H: -0.02285 -6.90072 -0.55369
H: 0.21333 -1.57802 1.89265
H: 3.74306 -5.34044 -2.26968
H: 0.02234 2.24813 3.26701
H: -0.28022 1.19955 -6.60127
C: -7.80498 -0.15125 -0.16750
H: 3.84174 -6.16838 4.35956
H: 7.01693 -5.49326 -0.97397
C: -0.01303 1.34508 2.65763
H: 1.05048 4.83138 0.02455
C: -0.57283 1.87547 -5.79776
H: 0.62201 4.20725 -7.37825
H: -2.98054 -2.29131 -2.19513
C: -0.91260 3.27212 -6.14187
C: 1.43380 2.98923 -5.75426
H: -1.04474 1.25504 2.31770
H: -0.28877 5.52222 -0.12053
H: -0.67130 -5.77826 -1.33568
H: -1.38798 1.43254 -5.22552
H: 5.68846 -2.82264 -3.41283
H: -7.69188 1.82727 1.87507
H: -9.04569 2.09219 0.94800
H: 1.84432 0.11592 0.23396
H: 1.53618 0.23187 3.74264
C: 0.58612 0.02456 3.25017
C: 6.27602 -3.43627 -2.72995
H: 6.91764 -4.06528 -3.34701
H: 0.47168 4.94516 -5.77832
C: 0.98910 -0.83401 2.07357
H: -3.61019 6.20900 1.62772
H: 0.46391 3.22894 8.05962
H: -3.34297 7.20456 0.51897
H: 0.09615 0.31358 0.24904
H: 5.53926 -6.36257 -0.89805
O: 0.64716 5.69811 -0.02401
H: 0.04334 -0.43260 4.07751
H: 4.29837 -5.04003 5.25968
H: 5.34038 1.56961 4.35566
O: 0.17374 -6.07679 -0.99949
O: 0.14028 -1.85619 8.75406
H: -6.97458 -0.82022 -0.39339
O: 0.61465 2.11418 -5.00963
C: -7.38526 1.28928 -0.30041
H: 6.77560 -2.65327 -2.15952
H: -7.82765 1.75032 -1.18348
H: 2.16364 3.43625 -5.07926
O: 5.79655 1.58411 5.19705
O: -2.59088 -3.10418 -2.51709
H: 0.91886 -2.40941 8.69089
O: -5.99656 1.46687 -0.27042
H: -8.59818 -0.38338 -0.87818
C: 0.43497 4.00238 -6.32413
H: -1.61950 3.35413 -6.96750
H: 6.40058 -6.17258 -2.44649

Löwdin population analysis, charges in e, atoms 1 to 4: atom 1 (C): -0.0806, atom 2 (H): 0.0274, atom 3 (O): -0.2111, atom 4 (H): 0.0720

(2)
Formula: C2H7ClNO2P
Source: the Open Molecules 2025 dataset
Level of theory: the ωB97M-V functional and the def2-TZVPD basis

Summary:
Energy relative to the best compared isomer or geometry (same formula, charge and spin), kJ/mol: 391.53
Kohn-Sham gap (spin up / spin down), eV: 9.2 / 6.8
Charge: 0
Multiplicity: 1

Geometry (Å):
Cl: 0.87803 0.62000 3.58161
H: -0.84450 -0.61805 0.37950
H: 2.50615 -2.08344 0.89760
O: 0.06035 -2.06227 2.37637
H: -1.84723 -0.93255 -1.05433
C: -1.37391 -0.18258 -0.45503
H: -2.18162 0.40396 -0.08695
H: -0.36302 1.57513 -0.78563
H: 3.01320 -0.59672 1.27501
C: -0.37485 0.60266 -1.21514
O: 0.78672 0.06655 -0.99654
H: -0.76477 0.77330 -2.23884
P: 0.79813 -0.84595 2.04047
N: 2.36669 -1.33585 1.56846

natural (NBO) population analysis, charges in e, atoms 1 to 4: atom 1 (Cl): -0.3204, atom 2 (H): 0.2051, atom 3 (H): 0.4188, atom 4 (O): -1.0200

(3)
Formula: C3H4N2O
Source: the Open Molecules 2025 dataset
Level of theory: the ωB97M-V functional and the def2-TZVPD basis

Summary:
Energy relative to the best compared isomer or geometry (same formula, charge and spin), kJ/mol: 423.69
Kohn-Sham gap, eV: 9.1
Charge: 0
Multiplicity: 1

Geometry (Å):
H: 0.92542 -0.54613 -1.57183
N: -0.51796 1.10098 0.56450
N: -1.23865 0.58971 -0.48430
C: -0.41466 -0.33171 -0.97257
O: -0.33346 -0.85744 -2.14954
C: 0.84664 -0.43287 -0.21174
H: 1.31791 0.92715 1.56498
H: 1.32131 -1.37762 0.04101
C: 0.69169 0.60265 0.74365
H: -0.93655 1.85748 1.08745

natural (NBO) population analysis, charges in e, atoms 1 to 4: atom 1 (H): 0.5042, atom 2 (N): -0.2885, atom 3 (N): -0.3597, atom 4 (C): 0.5193

(4)
Formula: C18H22N4O3S
Source: the Open Molecules 2025 dataset
Level of theory: the ωB97M-V functional and the def2-TZVPD basis

Summary:
Energy relative to the best compared isomer or geometry (same formula, charge and spin), kJ/mol: 50.87
SMILES: CCCN1C(=O)[C@@]2(SC(NC(C)=O)=NN2C(C)=O)c2cc(C)cc(C)c21
Kohn-Sham gap, eV: 8.5
Charge: 0
Multiplicity: 1

Geometry (Å):
H: 3.62782 3.05001 -1.04921
C: -0.45407 -2.35173 -5.14467
C: -0.38661 -0.19128 -0.46546
H: 1.88851 2.05838 4.33897
H: 4.20991 3.37606 0.59030
C: 3.84336 2.60367 -0.08084
C: -3.48847 1.29146 2.21997
C: 2.34844 1.97848 1.83837
H: 1.70282 -4.22619 -0.76577
O: -1.76544 -0.73859 -6.35049
H: -4.14130 2.12770 2.45883
C: 1.14644 -3.51862 -1.37255
H: 0.55238 -2.10518 -4.81702
H: -0.90729 -2.97219 -4.37598
O: 0.94794 -2.24080 0.67168
O: -2.23231 -1.35743 0.63197
H: 1.94648 1.16244 -1.41330
C: 2.62359 1.93975 0.48027
C: -1.27734 -0.62256 0.71386
C: 0.36885 0.69962 1.57786
C: 0.65790 0.63336 0.20775
C: -2.43490 1.11383 3.30632
S: -1.37264 0.73530 -1.70184
H: 1.75191 -3.18174 -2.20980
H: -2.19442 -0.99896 2.94873
H: -0.87475 -0.28510 3.89633
C: -1.25281 -1.10010 -5.32132
N: -0.80946 -0.01194 1.83190
H: -0.42063 -2.88782 -6.08869
N: -1.40059 -0.30538 -4.19244
N: -0.19167 -1.43369 -2.51792
H: -3.02127 1.49016 1.25745
N: 0.12367 -1.34593 -1.20592
C: 1.24453 1.36489 2.43045
H: 3.03684 2.50655 2.48325
H: 0.25239 -3.99529 -1.76776
H: -1.81362 2.01141 3.34911
H: 0.14717 1.81715 4.23335
H: 4.63680 1.86874 -0.21945
H: -2.92277 0.99248 4.27533
H: 1.23091 0.42627 4.34917
C: 1.75864 1.23620 -0.35208
C: 0.74835 -2.34699 -0.52027
H: -1.96489 0.52418 -4.33824
C: 1.11113 1.42160 3.92341
C: -1.55587 -0.11810 3.06294
C: -0.93109 -0.48708 -2.92979
H: -4.09260 0.39298 2.12325

natural (NBO) population analysis, charges in e, atoms 1 to 4: atom 1 (H): 0.2163, atom 2 (C): -0.7184, atom 3 (C): -0.0857, atom 4 (H): 0.2199

Number 1: M 408.53 g mol⁻¹. Number 2: M 143.51 g mol⁻¹. Number 3: M 84.08 g mol⁻¹. Number 4: M 374.47 g mol⁻¹.